(1)
91
Properties=species:S:1:pos:R:3:forces:R:3 method="wB97M-V/def2-TZVPD" total_charge=+1 mol_weight_g_mol=980.93 homo_energy_ev=-11.76 fmax_ev_per_a=0.94 energy_ev=-147545.9680
C 0.9898 5.5857 1.2833 0.0 0.0 -0.1
C 0.4024 4.3927 0.5608 0.0 -0.1 0.2
O 0.4836 4.6236 -0.8418 0.0 0.1 -0.1
C -0.2325 3.6984 -1.6188 0.1 -0.1 0.2
C 0.6655 2.5194 -2.0103 0.2 0.2 0.0
O -0.1601 1.3543 -2.1808 0.3 0.0 -0.2
C 0.5206 0.1622 -2.1904 0.0 0.1 -0.1
N -0.4810 -0.9311 -1.7419 0.1 0.1 -0.2
C -1.8247 -0.6758 -2.5636 0.0 -0.1 0.0
F -1.4283 -0.2317 -3.7584 0.1 -0.1 0.0
F -2.4048 -1.8636 -2.7346 0.2 0.0 -0.1
C -3.0103 0.2454 -2.1137 0.2 -0.2 0.0
F -2.6513 1.4307 -1.6358 -0.2 0.2 -0.1
F -3.7417 -0.4119 -1.2060 -0.2 -0.1 -0.2
C 0.0393 -2.3398 -2.1090 -0.2 -0.4 0.1
Cl 0.5189 -2.4939 -3.8048 0.0 0.2 0.0
C 1.1367 -2.8756 -1.1837 0.0 0.2 0.0
C 2.4752 -2.1043 -1.2707 0.1 0.2 -0.5
C 3.6820 -3.0220 -1.5361 -0.2 0.0 0.0
C 4.9933 -2.2813 -1.7585 0.1 0.0 0.3
F 4.7879 -1.2876 -2.6478 -0.1 0.2 0.0
F 5.8731 -3.1376 -2.3043 0.2 -0.2 -0.2
C 5.6548 -1.7678 -0.4194 0.0 0.1 -0.4
F 6.2076 -2.8285 0.1441 0.2 -0.4 0.3
F 4.6857 -1.3413 0.4054 -0.3 0.3 0.1
S 6.9530 -0.3700 -0.5331 -0.3 -0.1 -0.2
F 7.3735 -0.8918 -1.9715 0.0 0.1 0.1
F 5.8144 0.5514 -1.1795 0.1 0.0 0.1
F 6.5475 0.1572 0.9040 0.0 0.0 0.0
F 8.0739 -1.2586 0.1184 0.0 0.0 0.0
F 7.9612 0.8150 -0.6753 0.0 0.0 0.0
C 0.4629 -3.2239 0.2141 0.2 0.0 -0.3
P 1.7786 -3.0667 1.5701 0.0 -0.4 0.4
S 1.6175 -4.0690 3.2019 -0.1 0.2 -0.2
C 0.2138 -4.7611 0.1091 -0.1 0.3 -0.1
F 1.4071 -5.3891 0.1628 0.2 0.0 0.1
F -0.5558 -5.2344 1.0645 -0.1 -0.1 0.1
F -0.3173 -5.1395 -1.0685 0.1 -0.1 -0.1
C -0.8047 -2.2813 0.5438 -0.4 0.0 -0.1
C -0.8901 -1.9049 2.0566 -0.1 0.3 0.1
C -1.2592 -2.9940 3.0341 0.3 0.9 -0.1
O -1.9227 -3.9365 2.8230 -0.4 -0.8 -0.1
F -0.9075 -2.6323 4.2745 -0.1 0.0 0.1
B -2.3235 -2.8795 0.2097 0.0 -0.1 -0.1
C -3.6526 -2.4833 0.9348 -0.1 -0.2 -0.1
O -2.4157 -3.7462 -0.8513 0.5 -0.3 0.6
C -0.4888 -0.9075 -0.1737 0.2 -0.1 0.7
C -1.0209 0.3959 0.4281 0.0 0.1 0.2
O -2.3946 0.3619 0.7478 0.4 0.1 0.5
O -2.6605 1.6870 1.2074 -0.2 0.0 -0.1
H 0.3734 6.4718 1.1183 0.0 -0.1 0.0
H 1.0467 5.3888 2.3562 -0.1 0.0 -0.1
H 1.9962 5.7960 0.9127 -0.1 -0.1 0.1
H -0.6491 4.2440 0.8490 0.1 0.0 0.0
H 0.9566 3.4763 0.8315 -0.1 0.1 -0.1
H -0.5926 4.2248 -2.5050 0.0 -0.1 0.1
H -1.0872 3.3053 -1.0499 0.0 0.1 -0.2
H 1.4035 2.3480 -1.2145 -0.1 -0.1 0.0
H 1.2133 2.7237 -2.9368 -0.1 -0.1 0.1
H 1.3458 0.1445 -1.4769 -0.1 0.0 0.0
H 0.8997 -0.1080 -3.1772 -0.2 -0.1 0.0
H -3.5870 0.3630 -3.0390 0.0 0.1 0.1
H -0.8061 -3.0137 -1.9994 -0.1 0.2 0.1
H 1.3493 -3.8329 -1.6644 0.0 0.1 0.1
H 2.6447 -1.3906 -0.4647 0.0 -0.2 0.1
H 2.4309 -1.4959 -2.1770 0.0 0.0 0.1
H 3.8354 -3.8136 -0.8004 0.0 0.1 0.0
H 3.4937 -3.5188 -2.4964 0.1 0.0 0.1
H 2.9500 -3.3429 0.8798 0.1 0.1 -0.2
H 1.8379 -1.6683 1.6950 0.1 0.1 -0.2
H -0.0517 -1.3277 2.4512 0.1 -0.2 -0.1
H -1.7442 -1.2276 2.1543 0.1 0.0 0.0
H -4.0113 -3.3802 1.4547 0.0 0.1 0.0
H -3.6475 -1.6511 1.6321 0.0 -0.1 0.0
H -4.3945 -2.2652 0.1583 0.1 0.0 0.1
H -2.8731 -4.5764 -0.6603 -0.4 0.3 -0.3
H 0.5763 -0.7790 0.0476 0.0 0.0 -0.4
H -0.8308 1.2268 -0.2465 0.0 -0.1 0.1
H -0.4380 0.5986 1.3368 0.0 -0.2 0.0
H -2.6006 1.6277 2.1782 -0.1 0.1 -0.1
C -5.8489 5.5297 3.0037 -0.1 0.1 -0.1
C -5.8040 4.5548 1.8424 -0.1 -0.1 0.1
O -4.4152 4.5519 1.4607 0.0 0.1 0.0
S -3.4981 4.7458 2.7440 0.0 0.0 0.0
O -3.0465 3.4763 3.2093 0.1 0.0 0.1
O -2.5584 5.7721 2.4788 0.1 -0.1 -0.1
O -4.6333 5.2510 3.7257 0.0 -0.1 0.1
H -5.8274 6.5670 2.6695 0.0 0.0 0.0
H -6.6919 5.3692 3.6688 0.1 -0.1 0.1
H -6.3978 4.8717 0.9906 0.1 0.0 -0.1
H -6.0896 3.5462 2.1440 0.0 0.0 0.0

(2)
79
Properties=species:S:1:pos:R:3:forces:R:3 method="wB97M-V/def2-TZVPD" total_charge=+2 mol_weight_g_mol=1090.66 spin_multiplicity=6 homo_energy_ev="-13.67 / -14.27" fmax_ev_per_a=1.13 energy_ev=-301072.8483
Ir -1.5592 -0.2258 1.7446 -1.1 0.4 0.0
Br 1.0014 -0.6642 5.0767 0.0 0.0 0.0
C -0.5341 0.4490 5.3556 0.2 -0.1 0.0
Br -0.9055 1.5768 3.8185 0.0 0.0 -0.1
H -0.3314 1.1167 6.1818 0.0 0.0 0.0
H -1.4072 -0.1689 5.5139 0.0 0.0 0.0
F -3.2397 -4.0895 5.0576 0.0 0.0 0.0
C -2.0632 -3.6297 4.6943 -0.1 0.0 0.1
F -1.5559 -2.8701 5.6560 0.1 0.0 0.0
F -1.2370 -4.6215 4.4235 0.0 0.0 0.0
S -2.2231 -2.5662 3.1925 0.4 0.0 -0.1
O -0.8724 -2.4318 2.6288 -0.1 0.0 0.2
O -2.7102 -1.2561 3.6397 -0.1 -0.3 -0.1
N -3.1954 -3.3952 2.3066 -0.1 0.1 0.1
S -3.2839 -3.0718 0.7604 0.1 0.4 -0.1
O -2.8038 -1.7089 0.4684 -0.1 -0.3 -0.1
O -4.5145 -3.4591 0.1755 0.1 -0.1 0.2
C -1.9860 -4.1671 0.0041 0.1 0.0 -0.1
F -2.2943 -4.3931 -1.2636 0.0 0.0 0.1
F -0.7949 -3.5492 0.0420 0.0 -0.1 0.0
F -1.8882 -5.3076 0.6634 -0.1 0.0 -0.1
C 4.3531 1.5110 -1.5575 -0.1 0.1 0.0
C 3.4464 1.2950 -0.3353 0.3 -0.2 -0.1
C 2.5083 2.5094 -0.1574 0.0 0.0 0.0
C 4.2946 1.1689 0.9347 0.0 0.1 -0.1
Si 2.3420 -0.2310 -0.6481 -0.7 0.4 0.4
Br 0.9556 -0.2231 1.1693 1.1 -0.1 -0.1
C 3.4893 -2.1613 -0.1796 0.2 -0.4 0.2
C 2.4931 -3.2197 -0.5482 -0.1 0.2 -0.1
C 4.6778 -2.0373 -1.0873 -0.1 0.3 -0.1
C 3.7809 -2.1053 1.2927 -0.1 0.2 0.0
C 1.2898 -0.4271 -2.2102 0.2 -0.3 -0.2
C 0.0893 -1.3578 -2.0089 0.0 0.1 0.0
C 2.1468 -0.9152 -3.3899 0.1 0.1 0.0
C 0.7444 0.9797 -2.5315 0.1 0.0 0.0
H 4.9707 2.3942 -1.3750 0.0 0.0 0.0
H 3.7829 1.6932 -2.4707 0.0 0.0 0.0
H 5.0284 0.6740 -1.7364 0.0 0.0 0.0
H 3.1503 3.3824 -0.0119 0.0 0.0 0.0
H 1.8738 2.4104 0.7218 0.0 0.0 0.0
H 1.8825 2.7009 -1.0229 0.0 0.0 0.0
H 4.7251 2.1492 1.1540 0.0 0.0 0.0
H 5.1274 0.4783 0.8027 0.0 0.0 0.0
H 3.7013 0.8730 1.8013 0.0 0.0 0.0
H 2.2826 -3.2623 -1.6141 0.0 0.0 0.0
H 1.5680 -3.1436 0.0227 0.0 0.0 0.0
H 2.9536 -4.1802 -0.2747 0.0 0.0 0.0
H 4.4075 -1.9013 -2.1356 0.0 0.0 0.0
H 5.2257 -2.9884 -1.0252 0.0 0.0 0.0
H 5.3649 -1.2504 -0.7794 0.0 -0.1 0.0
H 2.8793 -2.0787 1.9008 0.0 -0.1 0.0
H 4.4394 -1.2929 1.5807 0.0 0.0 0.0
H 4.3073 -3.0408 1.5318 0.0 0.0 -0.1
H 0.3695 -2.3677 -1.7295 0.0 0.0 0.0
H -0.4427 -1.4245 -2.9631 0.0 0.0 0.0
H -0.6079 -0.9671 -1.2684 0.0 0.0 0.0
H 2.4581 -1.9540 -3.2755 0.0 0.0 0.0
H 3.0389 -0.3024 -3.5438 0.0 0.0 0.0
H 1.5481 -0.8577 -4.3020 0.0 0.0 0.0
H 0.1373 1.3758 -1.7182 0.0 0.0 0.0
H 0.0999 0.8710 -3.4091 0.0 0.0 0.0
H 1.5331 1.6866 -2.7887 0.0 0.0 -0.1
O -1.7492 1.0140 -0.3263 0.0 -0.1 -0.1
C -2.7118 1.6245 0.1884 0.1 0.0 0.0
O -3.0467 1.4567 1.3842 0.0 -0.1 0.3
C -3.4858 2.6216 -0.6295 0.0 -0.1 -0.2
C -3.3889 2.5704 -2.0623 0.0 0.0 0.2
C -4.0403 3.4570 -2.8789 0.0 0.0 -0.1
C -4.8097 4.4131 -2.2261 0.1 -0.1 0.2
O -5.5280 5.3857 -2.7412 -0.1 0.1 0.0
C -6.1617 6.0842 -1.6617 -0.1 0.1 0.0
O -5.7167 5.4434 -0.4596 -0.1 0.1 0.0
C -4.9213 4.4524 -0.8014 0.1 -0.1 -0.1
C -4.2563 3.5512 0.0208 -0.1 0.1 0.1
H -2.7842 1.7833 -2.4930 0.0 0.0 0.1
H -3.9762 3.4148 -3.9564 0.0 0.0 0.0
H -7.2430 5.9999 -1.7477 0.0 -0.2 0.0
H -5.8561 7.1279 -1.6629 0.2 0.0 0.0
H -4.3420 3.5699 1.0984 0.0 0.0 0.0

(3)
70
Properties=species:S:1:pos:R:3:forces:R:3 method="wB97M-V/def2-TZVPD" total_charge=0 mol_weight_g_mol=890.39 homo_energy_ev=-7.77 fmax_ev_per_a=0.27 energy_ev=-254270.2941
W 0.0132 -0.2326 0.5915 -0.1 -0.2 0.1
C 3.2849 4.1524 2.5599 0.0 0.0 0.0
C 2.6263 2.8163 2.3741 0.0 0.0 0.0
C 2.6945 1.8275 3.3802 0.0 0.0 0.0
C 2.0399 0.6196 3.2775 0.0 -0.1 0.0
C 1.3482 0.4243 2.0868 0.0 0.0 0.1
Br -1.2507 0.3749 2.8803 0.0 0.0 0.0
N 1.3394 1.3172 1.1583 0.0 0.1 -0.1
C 1.9007 2.5299 1.2394 0.0 0.0 0.0
H 4.3177 4.0395 2.8904 0.0 0.0 0.0
H 2.7550 4.7358 3.3145 0.0 0.0 0.0
H 3.2813 4.7238 1.6333 0.0 0.0 0.0
H 3.2584 2.0504 4.2793 0.0 0.0 0.0
H 2.0322 -0.1117 4.0719 0.0 0.0 0.0
H 1.7501 3.2230 0.4220 0.0 0.0 0.0
C 3.3215 -2.0219 1.6565 0.0 0.0 0.0
C 3.1686 -1.4873 0.2637 0.0 0.0 0.0
C 4.1959 -1.5839 -0.6523 0.0 0.0 0.0
C 4.0373 -1.0235 -1.9229 0.0 0.0 0.0
C 2.8710 -0.3953 -2.2833 0.0 0.0 0.0
C 1.8379 -0.3479 -1.3313 0.0 0.0 0.0
N 2.0263 -0.8849 -0.1019 0.0 0.0 0.0
N 0.5985 0.1694 -1.3903 0.1 0.0 -0.1
Si -0.1029 0.9333 -2.8438 0.0 0.0 0.0
C 0.6276 2.6485 -2.9641 0.0 0.0 0.0
C -1.9577 0.9606 -2.8257 0.0 0.0 0.0
C 0.4016 -0.0619 -4.3538 0.0 0.0 0.0
H 3.8311 -1.2855 2.2808 0.0 0.0 0.0
H 3.9358 -2.9213 1.6409 0.0 0.0 0.0
H 2.3626 -2.2428 2.1170 0.0 0.0 0.0
H 5.1134 -2.0806 -0.3712 0.0 0.0 0.0
H 4.8492 -1.0853 -2.6368 0.0 0.0 0.0
H 2.7406 0.0413 -3.2591 0.0 0.0 0.0
H 0.2776 3.3004 -2.1615 0.0 0.0 0.0
H 0.3478 3.1137 -3.9131 0.0 0.0 0.0
H 1.7202 2.6089 -2.9265 0.0 0.0 0.0
H -2.3930 1.5170 -1.9993 0.0 0.0 0.0
H -2.3574 -0.0540 -2.8041 0.0 0.0 0.0
H -2.2709 1.4326 -3.7626 0.0 0.0 0.0
H 1.3260 0.2793 -4.8220 0.0 0.0 0.0
H -0.3909 0.0401 -5.0996 0.0 0.0 0.0
H 0.4890 -1.1228 -4.1143 0.0 0.0 0.0
O -0.3630 -2.8249 -2.5772 0.0 0.0 0.0
C -0.2891 -3.1182 -1.4171 0.0 0.0 0.0
C -0.3982 -4.5270 -0.8211 0.0 0.0 0.0
C -0.2035 -4.3558 0.6937 0.0 0.0 0.0
C -0.0352 -2.8762 0.7949 0.0 0.0 0.0
O 0.1081 -2.1173 1.7919 0.0 0.0 0.0
N -0.0738 -2.2439 -0.3528 0.0 0.0 0.0
H 0.3463 -5.1690 -1.2885 0.0 0.0 0.0
H -1.3828 -4.9166 -1.0765 0.0 0.0 0.0
H 0.6736 -4.8684 1.0898 0.0 0.0 0.0
H -1.0659 -4.6594 1.2868 0.0 0.0 0.0
C -4.1608 1.8743 1.1174 0.0 0.0 0.0
Si -4.2552 0.0188 1.0382 0.1 0.0 0.0
C -4.7098 -0.7186 2.6926 0.0 0.0 0.0
C -5.5848 -0.4686 -0.1922 0.0 0.0 0.0
Se -2.4611 -1.0793 0.0986 0.0 0.0 0.0
H -5.1321 2.2433 1.4620 0.0 0.0 0.0
H -3.9687 2.3131 0.1372 0.0 0.0 0.0
H -3.3985 2.2286 1.8090 0.0 0.0 0.0
H -5.6955 -0.3504 2.9923 0.0 0.0 0.0
H -3.9905 -0.4618 3.4681 0.0 0.0 0.0
H -4.7633 -1.8067 2.6199 0.0 0.0 0.0
H -6.5603 -0.1133 0.1509 0.0 0.0 0.0
H -5.6440 -1.5526 -0.3093 0.0 0.0 0.0
H -5.3863 -0.0330 -1.1731 0.0 0.0 0.0
Se -1.4269 4.4288 0.0988 0.0 -0.1 0.0
C -1.1802 2.6855 0.1334 0.0 0.1 0.0
N -0.9965 1.5320 0.1534 0.0 0.0 0.0

(4)
64
Properties=species:S:1:pos:R:3:forces:R:3 method="wB97M-V/def2-TZVPD" total_charge=+2 mol_weight_g_mol=497.04 homo_energy_ev="-14.15 / -14.14" fmax_ev_per_a=6.61 energy_ev=-102720.0770
N 1.8219 -0.3413 -1.0485 -2.6 0.7 0.6
C 5.0206 -1.6610 -0.6855 5.7 -2.1 2.7
O 5.9739 -2.0029 -0.1303 -3.3 1.1 -2.1
Cu 3.5072 -1.0380 -1.2035 -1.7 0.8 -0.6
V 0.2440 0.0391 -0.8060 0.6 0.2 -2.7
N -0.7811 -1.4345 -1.4828 0.9 0.7 1.4
N -0.2171 1.8295 -1.3367 0.5 -1.4 0.4
C -0.2765 -2.7718 -1.8623 0.2 -0.3 -0.2
C 0.5105 3.0777 -1.0602 0.2 0.3 -0.1
C 0.7558 -2.6060 -2.9746 0.2 0.0 -0.3
C -1.3734 -3.7021 -2.3725 -0.2 -0.1 -0.1
C 0.3664 -3.4171 -0.6322 0.1 0.0 0.4
C 0.6936 3.9238 -2.3123 0.2 0.1 -0.3
C -0.2643 3.9706 -0.0912 -0.2 0.1 0.3
C 1.8628 2.7263 -0.4418 0.2 0.1 -0.1
H 0.2939 -2.1209 -3.8437 0.1 -0.1 0.1
H 1.1302 -3.5901 -3.2767 -0.1 0.2 0.0
H 1.6000 -1.9868 -2.6483 -0.3 -0.2 -0.1
H -2.1179 -3.9410 -1.6051 0.1 0.0 -0.2
H -0.9111 -4.6478 -2.6741 -0.1 0.2 0.0
H -1.8782 -3.2808 -3.2477 0.0 -0.1 0.1
H 1.2074 -2.8117 -0.2738 -0.1 -0.2 -0.1
H 0.7323 -4.4226 -0.8762 -0.1 0.2 0.0
H -0.3604 -3.4994 0.1899 0.1 -0.1 -0.2
H 1.1785 3.3642 -3.1170 0.0 0.1 0.0
H 1.3144 4.7889 -2.0568 -0.1 -0.2 -0.1
H -0.2694 4.3065 -2.6655 0.2 0.0 0.0
H -1.2555 4.2184 -0.4966 0.2 -0.1 0.2
H 0.2971 4.9041 0.0414 -0.2 -0.2 0.0
H -0.3692 3.5004 0.8927 0.0 0.1 -0.1
H 1.7352 2.2136 0.5193 0.0 0.1 0.0
H 2.4116 3.6562 -0.2639 0.0 -0.2 0.1
H 2.4526 2.0709 -1.0945 -0.2 0.3 0.1
C -1.1130 1.7660 -2.4771 -0.6 0.2 -0.5
H -1.1946 0.7195 -2.8089 -0.1 0.3 -0.1
H -2.1360 2.1138 -2.2477 0.2 -0.1 0.1
H -0.7922 2.3711 -3.3439 0.1 -0.4 0.4
C -2.2198 -1.2820 -1.3628 -0.5 0.4 -0.2
H -2.6967 -2.0939 -0.7837 0.4 0.3 -0.2
H -2.4586 -0.3398 -0.8483 0.0 -0.2 -0.2
H -2.7223 -1.2449 -2.3488 0.2 -0.1 0.3
C -2.3516 2.9116 3.3079 0.1 0.1 -0.3
C -2.8261 2.4744 2.0679 0.0 -0.5 -0.6
C -2.0910 1.5630 1.3076 -0.5 0.7 -0.4
C -0.8694 1.0580 1.8086 0.4 -1.3 -0.6
C -0.4246 1.4794 3.0779 0.1 -0.1 1.1
C -1.1430 2.4192 3.8029 0.6 -0.5 0.0
N -0.1147 0.0953 1.1165 -0.5 -0.2 1.8
C 0.3533 -0.9945 1.8858 0.1 1.0 0.2
C 1.7150 -1.3650 1.8793 0.6 -0.4 -0.5
C 2.1448 -2.4619 2.6182 0.0 0.5 -0.2
C 1.2293 -3.1856 3.3887 -0.1 -0.1 -0.3
C -0.1160 -2.8060 3.4211 -0.4 0.3 0.1
C -0.5488 -1.6933 2.7123 -0.4 0.0 0.6
H -2.9102 3.6562 3.8708 0.1 -0.2 -0.1
H -3.7841 2.8343 1.6888 0.3 -0.1 0.1
H -2.4547 1.2073 0.3381 0.1 0.3 0.5
H 0.4945 1.0418 3.4807 -0.3 0.3 -0.2
H -0.7580 2.7380 4.7704 -0.1 0.0 -0.3
H 2.4190 -0.7741 1.2794 -0.4 -0.3 0.4
H 3.1977 -2.7521 2.5987 -0.4 0.2 0.1
H 1.5599 -4.0597 3.9430 -0.1 0.2 0.0
H -0.8369 -3.3652 4.0215 0.3 0.2 -0.2
H -1.5871 -1.3451 2.7725 0.4 -0.3 -0.1